Computed, not measured: an isolated ion of composition C4H8NO and charge -1 in a non-equilibrium geometry, with ωB97M-V/def2-TZVPD.

Structure (XYZ):
```
14
Properties=species:S:1:pos:R:3:forces:R:3:lowdin_charge:R:1
C 0.02329 -2.05077 -0.27729 1.381 3.778 0.271 -0.054
C 0.05490 -0.60754 -0.07717 0.592 -4.323 -1.283 -0.447
C -1.31978 -0.09228 -0.02020 -3.220 2.678 -1.269 -0.145
C 0.80010 1.67829 0.19710 -0.881 -3.808 0.718 -0.038
N 1.11811 0.19550 -0.05247 -0.316 1.318 0.170 -0.300
O 2.42750 -0.21384 0.08131 -1.381 0.492 -0.301 -0.319
H 0.87623 -2.55732 -0.62536 1.099 -0.590 0.110 -0.034
H -0.82929 -2.59318 -0.01005 -1.344 -0.529 0.061 -0.043
H -1.70804 -0.09125 1.00915 -0.284 -0.603 -0.199 0.068
H -2.08146 -0.53814 -0.81944 1.757 0.311 2.091 0.107
H -1.47757 1.01526 -0.25232 0.647 -1.196 0.057 0.058
H 0.32362 2.13293 -0.62939 -0.279 0.603 -1.097 0.046
H 0.08183 1.63472 1.02541 0.399 0.767 0.107 0.066
H 1.71056 2.08761 0.45071 1.829 1.100 0.564 0.036
```
Forces are in eV/Å.

E_LUMO, eV: 4.116
Structure (SMILES): C=C(C)N(C)[O-]
Energy above the lowest of the compared OMol25 structures with the same formula, charge and spin, kJ/mol: 150.7
Net charge: -1